[1]
Formula: CH6N4O
Source: OMol25
Level of theory: the ωB97M-V functional and the def2-TZVPD basis

The value obtained for the LUMO energy (alpha / beta) is -0.431 / -0.431 Ha. For the orbital gap (alpha / beta), the calculation gives 8.10 / 8.10 eV. The HOMO energy (alpha / beta) comes out at -19.8 / -19.8 eV. The structure (SMILES) is [H]/N=[NH+]/O/C=[NH+]\N.

Structure (ORCA input):
```
! RIJCOSX wB97M-V def2-TZVPD def2/J DEFGRID3
* xyz 2 1
H -3.5170 -0.3174 -0.0449
N -2.4375 -0.4462 0.0120
N -1.7915 0.6776 -0.0025
O -0.5424 0.5963 0.1577
C 0.1637 -0.6217 0.0857
N 1.4536 -0.5447 0.0671
N 2.2557 0.4664 -0.0525
H -2.1816 1.5034 -0.3795
H -0.2964 -1.5793 -0.0080
H 1.8413 -1.4684 -0.2239
H 3.2658 0.3876 0.3006
H 1.7864 1.3463 0.0883
*
```

[2]
Formula: CH6N5OS
Source: OMol25
Level of theory: the ωB97M-V functional and the def2-TZVPD basis

The value obtained for the LUMO energy (alpha / beta) is 0.143 / 0.143 Ha. For the orbital gap (alpha / beta), the calculation gives 6.94 / 6.94 eV. The HOMO energy (alpha / beta) comes out at -3.1 / -3.0 eV.

Structure (ORCA input):
```
! RIJCOSX wB97M-V def2-TZVPD def2/J DEFGRID3
* xyz -1 1
C 0.3884 -0.3495 1.0580
N -0.7816 1.5290 1.0714
N 1.6043 -0.3367 -0.9875
N 1.2327 0.3380 0.2230
N -1.3137 0.1436 -1.2822
N -0.6044 0.3446 1.5863
O -1.6438 1.2747 -0.7253
S -1.6747 -0.1374 2.8634
H 0.4621 -1.3045 1.4266
H -1.4993 2.1532 1.3247
H 0.7332 -0.2334 -1.5022
H 1.5790 -1.3313 -0.9285
H 0.8009 1.2582 0.2180
H -2.1385 -0.4674 -1.1649
*
```

[3]
Formula: CH6N5S
Source: OMol25
Level of theory: the ωB97M-V functional and the def2-TZVPD basis

The value obtained for the LUMO energy is -0.175 Ha. For the orbital gap, the calculation gives 9.39 eV. The HOMO energy comes out at -14.2 eV.

Structure (ORCA input):
```
! RIJCOSX wB97M-V def2-TZVPD def2/J DEFGRID3
* xyz 1 1
C 1.4869 0.0927 -0.6321
N 1.3835 -0.9787 -1.4319
N 0.2772 -1.2405 -1.8680
N -0.6453 -0.1887 -1.4774
N -0.3134 0.4497 -0.4513
N -0.6872 -0.3884 1.0142
S 2.1655 1.7277 -0.8943
H 2.0124 -0.2602 0.3687
H -1.5843 -0.2635 -1.9653
H 0.2366 -0.5738 1.4005
H -1.1720 -1.2432 0.6540
H -1.3269 0.1834 1.5651
H 2.6466 1.6091 0.3262
*
```

[4]
Formula: CH6NO
Source: OMol25
Level of theory: the ωB97M-V functional and the def2-TZVPD basis

The value obtained for the LUMO energy is 0.163 Ha. For the orbital gap, the calculation gives 6.79 eV. The HOMO energy comes out at -2.4 eV.

Structure (ORCA input):
```
! RIJCOSX wB97M-V def2-TZVPD def2/J DEFGRID3
* xyz -1 1
O 1.7148 -0.0476 -1.2819
H 1.9910 -0.9651 -1.4485
C -1.4842 0.4221 0.8381
N -0.3356 -0.3975 0.5648
H -1.3572 1.4824 0.5979
H -1.8347 0.3758 1.8668
H -2.3476 0.0767 0.2710
H -0.2789 -0.6519 -0.4146
H 0.5577 0.0794 0.6376
*
```

[5]
Formula: CH6NO
Source: OMol25
Level of theory: the ωB97M-V functional and the def2-TZVPD basis

The value obtained for the LUMO energy is 0.165 Ha. For the orbital gap, the calculation gives 6.84 eV. The HOMO energy comes out at -2.3 eV.

Structure (ORCA input):
```
! RIJCOSX wB97M-V def2-TZVPD def2/J DEFGRID3
* xyz -1 1
O 0.4649 2.3106 0.9448
H 1.2329 1.7716 1.1771
C -0.7102 -0.8286 -0.5706
N 0.5279 -0.5893 0.1818
H -1.4525 -1.2467 0.1055
H -0.4680 -1.5790 -1.3346
H -1.0040 0.0629 -1.1346
H 1.0780 0.0820 -0.3495
H 0.3309 0.0166 0.9801
*
```

[6]
Formula: CH6NO
Source: OMol25
Level of theory: the ωB97M-V functional and the def2-TZVPD basis

The value obtained for the LUMO energy is -0.199 Ha. For the orbital gap, the calculation gives 11.33 eV. The HOMO energy comes out at -16.7 eV.

Structure (ORCA input):
```
! RIJCOSX wB97M-V def2-TZVPD def2/J DEFGRID3
* xyz 1 1
O -0.7761 -1.9116 0.0128
H 0.0093 -0.3838 -0.0511
H -0.9313 -2.2839 -0.8900
H -1.4979 -2.2510 0.5551
C 0.9742 1.4057 0.2273
N 0.0049 0.6586 -0.0878
H 1.9077 1.1444 0.7311
H 1.0972 2.4560 -0.0421
H -0.7880 1.1655 -0.4551
*
```

[7]
Formula: CH6NO
Source: OMol25
Level of theory: the ωB97M-V functional and the def2-TZVPD basis

The value obtained for the LUMO energy is -0.144 Ha. For the orbital gap, the calculation gives 10.93 eV. The HOMO energy comes out at -14.8 eV.

Structure (ORCA input):
```
! RIJCOSX wB97M-V def2-TZVPD def2/J DEFGRID3
* xyz 1 1
N -1.0116 -0.4679 -1.2691
H -1.6019 -0.7670 -0.4974
H -0.3705 0.2413 -0.9162
H -1.6351 -0.1271 -2.0004
H -0.5437 -1.2998 -1.6206
O 0.4988 0.5683 0.6754
C 1.2987 0.6047 1.5724
H 1.0615 0.2070 2.5703
H 2.3038 1.0406 1.4856
*
```

[8]
Formula: CH6NO2
Source: OMol25
Level of theory: the ωB97M-V functional and the def2-TZVPD basis

The value obtained for the LUMO energy is 0.167 Ha. For the orbital gap, the calculation gives 7.42 eV. The HOMO energy comes out at -2.9 eV.

Structure (ORCA input):
```
! RIJCOSX wB97M-V def2-TZVPD def2/J DEFGRID3
* xyz -1 1
N 1.4123 0.2508 -0.5271
C 0.4979 -1.0053 -0.3723
O 0.0481 -1.2161 0.8524
H 1.2986 0.6987 0.3857
H 0.8009 0.8553 -1.0781
H 1.0914 -1.8422 -0.8158
H -0.2733 -0.8449 -1.1738
H -1.5311 0.2619 0.9103
H -1.3573 1.7349 0.7262
O -1.9875 1.1068 1.0925
*
```

[9]
Formula: CH6NO4
Source: OMol25
Level of theory: the ωB97M-V functional and the def2-TZVPD basis

The value obtained for the LUMO energy is 0.150 Ha. For the orbital gap, the calculation gives 8.80 eV. The HOMO energy comes out at -4.7 eV.

Structure (ORCA input):
```
! RIJCOSX wB97M-V def2-TZVPD def2/J DEFGRID3
* xyz -1 1
N -0.3069 2.0485 0.3843
C 0.2839 0.7485 0.2733
O 1.0831 0.6038 -0.6736
O -0.0965 -0.1282 1.0867
H -0.6377 2.4214 -0.4954
H -1.0921 2.0393 1.0235
H 1.8792 -2.5255 -0.8559
H 2.1120 -1.0921 -1.1861
O 2.2855 -1.9859 -1.5405
H -2.8331 -1.0930 1.4367
H -2.0121 -0.4451 0.4155
O -2.9186 -0.7737 0.5311
*
```

[10]
Formula: CH6NO4
Source: OMol25
Level of theory: the ωB97M-V functional and the def2-TZVPD basis

The value obtained for the LUMO energy (alpha / beta) is 0.009 / -0.154 Ha. For the orbital gap (alpha / beta), the calculation gives 11.78 / 7.30 eV. The HOMO energy (alpha / beta) comes out at -11.5 / -11.5 eV. As for the expectation value of S²: 0.76.

Structure (ORCA input):
```
! RIJCOSX wB97M-V def2-TZVPD def2/J DEFGRID3
* xyz 0 2
N 1.5269 -0.3304 0.9267
C 0.3017 -1.0579 0.9459
O -0.6489 -0.2734 1.2906
O 0.2547 -2.1010 0.3220
H 1.4738 0.6476 1.2033
H 1.9251 -0.4168 -0.0036
H -0.8210 -0.8818 -1.1218
H -1.7912 -1.1736 -2.2543
O -1.3805 -0.4452 -1.7698
H -0.4483 1.3137 0.4592
H 0.0733 2.4324 -0.3927
O -0.4656 2.2865 0.3944
*
```

[11]
Formula: CH6NP
Source: OMol25
Level of theory: the ωB97M-V functional and the def2-TZVPD basis

The value obtained for the LUMO energy (alpha / beta) is -0.014 / -0.014 Ha. For the orbital gap (alpha / beta), the calculation gives 8.22 / 8.23 eV. The HOMO energy (alpha / beta) comes out at -8.6 / -8.6 eV.

Structure (ORCA input):
```
! RIJCOSX wB97M-V def2-TZVPD def2/J DEFGRID3
* xyz 0 1
C 0.8143 0.4276 -0.4922
N -1.2620 -0.6031 0.5171
P -0.9052 0.8410 -0.4456
H 0.9148 -0.6581 -0.3909
H 1.3028 0.8832 0.3499
H 1.4495 0.8191 -1.3755
H -2.3110 -0.9418 0.3563
H -1.2059 -0.5823 1.5047
H -0.7247 2.3443 1.3289
*
```

[12]
Formula: CH6NS
Source: OMol25
Level of theory: the ωB97M-V functional and the def2-TZVPD basis

The value obtained for the LUMO energy is 0.157 Ha. For the orbital gap, the calculation gives 6.93 eV. The HOMO energy comes out at -2.7 eV.

Structure (ORCA input):
```
! RIJCOSX wB97M-V def2-TZVPD def2/J DEFGRID3
* xyz -1 1
S -1.3299 1.9346 1.6452
H -0.4354 2.7750 2.2027
C 0.5591 -0.5720 -1.0539
N -0.4407 -1.1294 -0.1124
H 1.1598 0.1210 -0.4732
H 1.1376 -1.4379 -1.3701
H 0.1704 0.0570 -1.8492
H -0.9133 -0.3253 0.3062
H 0.0924 -1.4230 0.7047
*
```

[13]
Formula: CH6NS2
Source: OMol25
Level of theory: the ωB97M-V functional and the def2-TZVPD basis

The value obtained for the LUMO energy is -0.154 Ha. For the orbital gap, the calculation gives 9.85 eV. The HOMO energy comes out at -14.0 eV. The structure (SMILES) is [NH3+]C(S)S.

Structure (ORCA input):
```
! RIJCOSX wB97M-V def2-TZVPD def2/J DEFGRID3
* xyz 1 1
N 0.0145 -0.9573 -0.2027
C -0.0864 0.3078 0.4308
S 1.3480 1.3640 -0.1686
S -1.7491 0.9507 0.0018
H 0.7168 -1.6869 0.1748
H 0.2738 -0.7770 -1.2286
H -0.8909 -1.4502 -0.1481
H -0.1432 0.3108 1.5772
H 1.2161 2.3374 0.7310
H -1.3223 1.2642 -1.1709
*
```

[14]
Formula: CH6O2
Source: OMol25
Level of theory: the ωB97M-V functional and the def2-TZVPD basis

The value obtained for the LUMO energy is 0.027 Ha. For the orbital gap, the calculation gives 11.28 eV. The HOMO energy comes out at -10.5 eV. The structure (SMILES) is CO.O.

Structure (ORCA input):
```
! RIJCOSX wB97M-V def2-TZVPD def2/J DEFGRID3
* xyz 0 1
C 0.8433 0.6738 0.5871
O 0.2883 0.2632 1.8122
H 0.8262 1.7521 0.4973
H 1.8868 0.3534 0.4642
H 0.3244 0.2483 -0.2671
H 0.1868 -0.6899 1.7295
O -1.6699 -0.9413 -1.2949
H -1.8854 -1.1266 -2.2189
H -0.8004 -0.5331 -1.3095
*
```

[15]
Formula: CH6O2
Source: OMol25
Level of theory: the ωB97M-V functional and the def2-TZVPD basis

The value obtained for the LUMO energy is 0.025 Ha. For the orbital gap, the calculation gives 11.06 eV. The HOMO energy comes out at -10.4 eV. The structure (SMILES) is CO.O.

Structure (ORCA input):
```
! RIJCOSX wB97M-V def2-TZVPD def2/J DEFGRID3
* xyz 0 1
C -0.3768 0.8076 -0.7293
O 0.7692 0.2035 -0.0337
H -0.4088 1.9001 -0.5807
H -1.3526 0.3841 -0.4377
H -0.2104 0.6030 -1.8003
H 1.5788 0.7269 -0.2097
O 0.2075 -1.8765 1.3405
H 0.2968 -1.2779 0.5647
H -0.5036 -1.4707 1.8863
*
```

[16]
Formula: CH6O2
Source: OMol25
Level of theory: the ωB97M-V functional and the def2-TZVPD basis

The value obtained for the LUMO energy is 0.024 Ha. For the orbital gap, the calculation gives 10.43 eV. The HOMO energy comes out at -9.8 eV. The structure (SMILES) is CO.O.

Structure (ORCA input):
```
! RIJCOSX wB97M-V def2-TZVPD def2/J DEFGRID3
* xyz 0 1
C 0.1739 -1.2538 -0.4118
O -0.5254 -0.5096 0.6227
H 0.5646 -0.6124 -1.2197
H -0.3895 -2.0866 -0.8652
H 1.0267 -1.6706 0.1500
H 0.0419 0.1765 1.0324
O -0.5382 1.8428 0.5179
H -0.4761 1.5450 -0.4179
H 0.1222 2.5686 0.5915
*
```

[17]
Formula: CH6O2
Source: OMol25
Level of theory: the ωB97M-V functional and the def2-TZVPD basis

The value obtained for the LUMO energy is 0.029 Ha. For the orbital gap, the calculation gives 11.28 eV. The HOMO energy comes out at -10.5 eV. The structure (SMILES) is CO.O.

Structure (ORCA input):
```
! RIJCOSX wB97M-V def2-TZVPD def2/J DEFGRID3
* xyz 0 1
C 0.0000 0.0000 0.0000
O 0.2963 1.2618 0.6490
H -1.0265 0.1106 -0.3882
H 0.0219 -0.8534 0.6985
H 0.6740 -0.2197 -0.8451
H -0.1522 1.2299 1.5197
O 6.4020 3.8356 2.7198
H 5.9339 4.3508 3.4153
H 5.6905 3.3329 2.2623
*
```

[18]
Formula: CH6OS
Source: OMol25
Level of theory: the ωB97M-V functional and the def2-TZVPD basis

The value obtained for the LUMO energy is -0.024 Ha. For the orbital gap, the calculation gives 8.87 eV. The HOMO energy comes out at -9.5 eV.

Structure (ORCA input):
```
! RIJCOSX wB97M-V def2-TZVPD def2/J DEFGRID3
* xyz 0 1
C -0.1691 0.0189 -1.2275
S 0.8177 -1.1722 -0.3383
H -0.6503 0.7918 -0.6058
H -0.9781 -0.5065 -1.7303
H 0.3851 0.4937 -2.0326
H -0.6925 -1.6257 0.6549
H 0.7964 0.8358 2.4021
H 0.3483 0.1793 1.1725
O 0.1424 0.9851 1.7050
*
```

[19]
Formula: CH6OS
Source: OMol25
Level of theory: the ωB97M-V functional and the def2-TZVPD basis

The value obtained for the LUMO energy is 0.027 Ha. For the orbital gap, the calculation gives 10.02 eV. The HOMO energy comes out at -9.3 eV. The structure (SMILES) is CS.O.

Structure (ORCA input):
```
! RIJCOSX wB97M-V def2-TZVPD def2/J DEFGRID3
* xyz 0 1
C 1.4787 -0.2636 -1.0994
S 0.1518 -1.0214 -0.0615
H 2.3972 -0.3694 -0.5324
H 1.2232 0.7712 -1.2233
H 1.5552 -0.7120 -2.0722
H -0.2211 -1.9467 -0.9425
O -1.6854 2.0134 1.2588
H -0.8489 1.6856 0.9114
H -2.0883 2.4206 0.4866
*
```

Quick rundown of energy above the lowest of the compared OMol25 structures with the same formula, charge and spin, same order as above: 26.92 17.89 59.39 5.45 7.55 10.40 4.38 11.35 5.47 13.29 64.34 4.68 9.35 6.85 8.05 15.49 7.46 42.80 3.31 kcal per mole